[1]
{"formula": "C24H30As2B2Cl3CoF4N5O12", "method": "wB97M-V/def2-TZVPD", "species": ["Co", "C", "C", "N", "O", "B", "F", "F", "O", "N", "C", "C", "C", "N", "O", "B", "F", "F", "O", "N", "C", "C", "C", "H", "H", "H", "H", "H", "H", "H", "H", "H", "H", "H", "H", "Cl", "C", "Cl", "Cl", "C", "N", "C", "O", "C", "O", "C", "C", "As", "C", "C", "C", "As", "C", "C", "O", "O", "C", "C", "O", "O", "C", "C", "O", "O", "C", "H", "H", "H", "H", "H", "H", "H", "H", "H", "H", "H", "H", "H", "H", "H", "H", "H", "H"], "xyz": [[1.52551, -1.10145, -1.44770], [5.41504, -0.80238, -3.10477], [4.19307, -0.80390, -2.26274], [2.99842, -0.91994, -2.71469], [2.76870, -1.00315, -4.00302], [1.29235, -1.05861, -4.28100], [1.00238, -0.80850, -5.55074], [0.69935, -0.14685, -3.32847], [0.79834, -2.43070, -3.86447], [0.90910, -2.59006, -2.56840], [0.56160, -3.68956, -2.00767], [0.05289, -4.87525, -2.74236], [0.69367, -3.64050, -0.53674], [1.15402, -2.51646, -0.09997], [1.19295, -2.30264, 1.22129], [2.48452, -1.67619, 1.78633], [2.13417, -1.23948, 3.03471], [3.50444, -2.56679, 1.69877], [2.76511, -0.43341, 0.97975], [3.00672, -0.69930, -0.30664], [4.19066, -0.63815, -0.79336], [5.40870, -0.39213, 0.00726], [0.31837, -4.78033, 0.32636], [5.17184, -1.09244, -4.12219], [6.15551, -1.49055, -2.69254], [5.87160, 0.19108, -3.13088], [0.07894, -4.70102, -3.81219], [-0.97015, -5.10976, -2.43683], [0.65971, -5.75300, -2.50668], [5.16129, 0.03973, 0.97289], [6.11545, 0.24042, -0.52793], [5.90525, -1.35024, 0.19401], [-0.75516, -4.96703, 0.23739], [0.55954, -4.57873, 1.36297], [0.83289, -5.68547, -0.00497], [-3.47651, 0.75967, -3.05829], [-2.80448, -0.88352, -2.87692], [-4.01240, -1.96339, -2.19688], [-2.23232, -1.45073, -4.42915], [-1.66414, -0.82375, -1.95055], [-0.79979, -0.85870, -1.19978], [3.11828, 3.09920, -0.14125], [1.79329, 2.89163, 0.43013], [1.04386, 1.93086, -0.01976], [1.38953, 1.15200, -0.89367], [-0.26953, 1.88916, 0.74550], [-1.26487, 2.71564, 0.47731], [-3.03818, 2.88127, 1.23586], [-2.75743, 4.10606, 2.72999], [-3.43725, 1.10886, 1.96236], [-2.42720, 0.27579, 2.25434], [-0.48420, 0.40120, 2.00651], [0.07263, 1.11846, 3.73089], [-2.65021, -1.18617, 2.66346], [-2.38275, -2.02233, 1.83229], [-2.86673, -1.33317, 3.94493], [-3.14245, -2.67469, 4.44689], [-4.87675, 0.56481, 2.01103], [-5.04271, -0.61228, 2.15197], [-5.91263, 1.36172, 1.84624], [-5.88704, 2.79448, 1.85544], [-1.30206, 3.85109, -0.49868], [-2.33503, 4.50837, -0.45896], [-0.28655, 4.01339, -1.28478], [-0.31521, 5.08360, -2.29142], [3.26489, 4.17121, -0.18899], [3.18330, 2.65361, -1.12724], [3.84829, 2.65969, 0.53338], [-2.81881, 5.12207, 2.34818], [-1.76147, 3.91919, 3.12574], [-3.51946, 3.95146, 3.48836], [1.12051, 1.39857, 3.67900], [-0.04271, 0.32227, 4.46078], [-0.56484, 1.96530, 3.97705], [-4.21610, -2.83486, 4.41069], [-2.79575, -2.69493, 5.47205], [-2.62860, -3.41679, 3.84617], [-6.92051, 3.10401, 1.93776], [-5.49303, 3.18941, 0.91654], [-5.33799, 3.18133, 2.71360], [0.55085, 5.71183, -2.11818], [-1.22726, 5.66211, -2.21089], [-0.24724, 4.60872, -3.26379]], "atomic_forces_ev_per_a": [[-0.176, -0.137, 0.084], [0.067, 0.059, -0.001], [0.262, -0.033, -0.096], [0.061, 0.034, 0.349], [-0.088, -0.055, -0.542], [-0.152, 0.004, 0.190], [0.067, -0.085, 0.043], [0.137, -0.025, -0.185], [0.093, 0.205, -0.723], [0.142, -0.032, 0.516], [-0.072, -0.225, -0.012], [0.005, -0.125, 0.069], [0.188, 0.115, 0.065], [0.009, -0.028, -0.084], [-0.138, 0.426, 0.077], [-0.322, -0.154, 0.084], [-0.083, 0.092, -0.054], [-0.020, 0.096, -0.141], [-0.062, 0.051, 0.334], [0.098, -0.047, -0.005], [0.140, 0.015, -0.048], [0.112, -0.026, 0.079], [-0.104, -0.064, 0.031], [0.011, -0.026, -0.006], [-0.025, 0.007, 0.001], [-0.047, -0.017, 0.035], [-0.014, -0.005, -0.036], [0.016, 0.061, 0.000], [0.009, 0.049, -0.015], [-0.002, -0.004, -0.009], [-0.032, 0.005, -0.045], [-0.022, 0.000, -0.024], [0.000, -0.013, -0.014], [0.025, -0.016, 0.032], [-0.016, 0.049, -0.012], [0.146, -0.061, 0.214], [-0.262, 0.294, -0.279], [0.030, -0.038, 0.118], [0.076, -0.112, -0.075], [-0.337, -0.172, 0.177], [0.012, 0.356, 0.189], [0.077, -0.040, -0.008], [-0.027, 0.396, 0.317], [0.955, -0.337, -0.470], [-1.021, 0.299, 0.555], [0.458, -0.844, -0.635], [-0.067, 0.000, -0.056], [0.575, -0.145, 0.600], [-0.250, 0.115, -0.219], [0.193, 0.119, -0.295], [-0.355, -0.562, -0.188], [-0.616, 1.028, 0.160], [0.574, -0.511, 0.076], [0.408, -0.410, -0.004], [-0.122, 0.341, 0.238], [-0.216, 0.280, -0.245], [-0.071, -0.206, -0.012], [0.105, -0.376, 0.313], [0.366, 0.145, -0.015], [-0.196, 0.487, -0.143], [0.083, -0.355, 0.218], [0.165, 0.263, -0.346], [-0.051, -0.088, 0.033], [-0.137, -0.089, 0.171], [-0.053, 0.175, -0.160], [-0.070, 0.061, 0.031], [-0.074, -0.009, -0.057], [-0.056, -0.055, 0.048], [0.016, 0.046, -0.049], [0.032, -0.055, -0.008], [0.040, -0.068, 0.019], [0.069, 0.011, -0.060], [-0.045, -0.061, 0.090], [-0.158, 0.006, -0.195], [-0.030, 0.060, -0.061], [0.048, 0.100, 0.038], [0.066, 0.018, -0.054], [-0.144, 0.062, 0.006], [-0.081, 0.028, -0.218], [-0.111, -0.053, 0.082], [0.061, -0.048, 0.113], [-0.081, -0.027, 0.090], [0.007, -0.125, 0.021]], "lowdin_charge": [0.80, 0.05, -0.16, 0.01, 0.15, -1.04, 0.27, 0.08, 0.09, -0.01, -0.19, 0.05, -0.17, 0.00, 0.04, -1.10, 0.18, 0.23, 0.06, -0.04, -0.16, 0.05, 0.05, 0.10, 0.11, 0.12, 0.10, 0.11, 0.11, 0.10, 0.11, 0.13, 0.12, 0.10, 0.12, 0.64, -1.60, 0.69, 0.76, -0.30, 0.22, 0.05, 0.02, -0.51, 0.07, -0.20, -0.24, 1.48, -0.15, -0.19, -0.22, 1.56, -0.15, -0.61, 0.12, 0.00, 0.05, -0.47, 0.19, 0.03, -0.05, -0.51, 0.06, 0.03, 0.07, 0.11, 0.10, 0.11, 0.07, 0.05, 0.05, 0.06, 0.07, 0.05, 0.11, 0.11, 0.10, 0.13, 0.07, 0.08, 0.11, 0.10, 0.11], "e_homo_ev": [-17.023, -16.964], "energy_ev": -266462.246, "spin_multiplicity": 5, "s2": 6.0912, "total_charge": 3, "lumo_ev": [-10.3, -12.5], "homo_lumo_gap_ev": [6.8, 4.5]}

[2]
{"formula": "C24H27GeN3O4Sc", "method": "wB97M-V/def2-TZVPD", "species": ["Sc", "N", "C", "C", "O", "N", "C", "C", "O", "O", "H", "H", "H", "H", "H", "H", "N", "C", "O", "C", "C", "H", "H", "H", "H", "H", "H", "C", "Ge", "C", "C", "C", "C", "C", "C", "C", "C", "C", "C", "C", "C", "C", "C", "C", "C", "H", "H", "H", "H", "H", "H", "H", "H", "H", "H", "H", "H", "H", "H", "H"], "xyz": [[-2.10290, -0.29246, -0.47086], [-3.27599, -1.71366, 1.13408], [-3.46531, -0.99384, 2.41680], [-3.52708, 0.50841, 2.20390], [-4.17180, 1.21050, 2.97057], [-2.79294, 0.90532, 1.13976], [-2.81147, 2.32268, 0.79203], [-2.80232, 2.49306, -0.72334], [-3.03408, 3.55033, -1.24382], [-2.50700, 1.36569, -1.39127], [-2.91319, -2.64382, 1.31331], [-4.17598, -1.83988, 0.68027], [-4.35614, -1.30490, 2.95924], [-2.60123, -1.19960, 3.04791], [-3.68674, 2.83178, 1.19294], [-1.93227, 2.84602, 1.18237], [0.06638, -0.43876, -4.01320], [-0.77053, -0.71269, -3.01526], [-0.42134, -0.45122, -1.84189], [-2.11557, -1.32471, -3.30377], [-2.77140, -1.84252, -2.01452], [0.91815, 0.06259, -3.81231], [-0.20882, -0.59622, -4.96633], [-1.98932, -2.07277, -4.09564], [-2.72332, -0.51995, -3.73069], [-2.41145, -2.85811, -1.81103], [-3.84692, -1.93129, -2.18818], [-0.16543, 0.10975, 3.18544], [0.16999, 0.01652, 1.27625], [1.07124, -1.71214, 1.02710], [0.58770, -2.76917, 0.25302], [1.27697, -3.97647, 0.19100], [2.45733, -4.13833, 0.90272], [2.94721, -3.09412, 1.67692], [2.25802, -1.88934, 1.74133], [1.30864, 1.50782, 0.81703], [1.13375, 2.62308, 1.60221], [1.86216, 3.81458, 1.37422], [2.74529, 3.87702, 0.34249], [2.95718, 2.75649, -0.50436], [3.88021, 2.83130, -1.57989], [4.09481, 1.75957, -2.39253], [3.39948, 0.54942, -2.15580], [2.50203, 0.45052, -1.13147], [2.23921, 1.55805, -0.27685], [0.77227, 0.38756, 3.67115], [-0.46211, -0.87825, 3.53701], [-0.94012, 0.82960, 3.44977], [-0.32258, -2.66794, -0.32753], [0.89352, -4.78745, -0.41609], [2.99670, -5.07604, 0.85482], [3.86897, -3.21644, 2.23247], [2.66291, -1.08012, 2.34157], [0.42249, 2.60729, 2.42040], [1.70359, 4.67212, 2.01513], [3.30124, 4.78746, 0.14904], [4.41784, 3.75948, -1.73721], [4.80248, 1.82765, -3.20899], [3.59820, -0.31441, -2.77974], [1.98938, -0.48502, -0.96173]], "atomic_forces_ev_per_a": [[-0.453, -0.876, -0.420], [0.234, 0.245, 0.187], [-0.019, -0.228, -0.071], [0.242, 0.260, -0.270], [0.040, 0.023, 0.085], [-0.172, 0.255, 0.048], [-0.110, -0.186, 0.146], [0.083, -0.669, -0.299], [0.034, 0.193, -0.151], [-0.289, 1.092, 0.197], [-0.020, -0.018, -0.120], [0.048, -0.030, -0.074], [-0.055, -0.041, -0.016], [-0.010, -0.025, 0.042], [-0.031, -0.012, 0.076], [0.028, 0.059, 0.020], [-0.017, -0.024, -0.137], [0.123, 0.053, 0.363], [-0.039, -0.141, -0.091], [-0.041, -0.057, 0.085], [-0.052, 0.157, -0.071], [-0.007, 0.001, 0.016], [0.031, 0.016, 0.003], [0.006, 0.014, -0.062], [0.041, 0.039, -0.016], [0.033, -0.042, 0.062], [-0.050, -0.034, 0.016], [-0.146, 0.066, 0.255], [0.514, -0.289, 0.329], [-0.051, -0.224, -0.096], [0.164, -0.013, 0.128], [0.000, 0.089, 0.037], [-0.002, 0.033, 0.012], [-0.013, 0.027, 0.004], [0.021, -0.145, -0.091], [0.031, 0.246, -0.302], [0.113, 0.186, -0.074], [-0.146, -0.121, 0.085], [0.083, -0.046, -0.114], [0.037, 0.112, -0.023], [-0.038, 0.028, 0.083], [-0.048, -0.144, -0.015], [0.098, 0.106, -0.047], [-0.074, 0.120, 0.127], [-0.012, -0.096, 0.072], [-0.048, -0.014, 0.071], [0.035, 0.038, 0.049], [0.048, -0.005, 0.006], [-0.036, 0.057, -0.012], [-0.004, 0.013, 0.009], [-0.009, 0.015, -0.002], [-0.010, -0.002, -0.015], [-0.021, -0.023, -0.007], [0.011, -0.008, 0.000], [-0.012, -0.014, 0.000], [-0.003, -0.027, -0.011], [-0.026, -0.013, -0.002], [-0.004, -0.021, 0.009], [-0.001, 0.013, -0.004], [-0.026, 0.036, -0.010]], "lowdin_charge": [0.90, -0.01, -0.15, -0.57, 0.04, -0.10, -0.12, -0.57, 0.09, -0.14, 0.10, 0.10, 0.12, 0.10, 0.13, 0.12, 0.22, -0.48, -0.10, -0.22, -0.26, 0.11, 0.12, 0.11, 0.12, 0.03, 0.03, -0.23, 1.02, -0.33, -0.12, -0.08, -0.09, -0.08, -0.11, -0.24, -0.11, -0.06, -0.03, -0.16, -0.04, -0.08, -0.08, -0.05, -0.15, 0.03, 0.02, 0.03, 0.07, 0.10, 0.10, 0.10, 0.11, 0.09, 0.11, 0.11, 0.11, 0.10, 0.10, 0.08], "e_homo_ev": [-7.833, -8.338], "energy_ev": -115206.010, "spin_multiplicity": 2, "s2": 0.7550, "de_lowest_kcal_mol": 7.26, "lumo_ev": [0.2, -1.9], "homo_lumo_gap_ev": [8.0, 6.5]}